(1)
# C3H4N2OS

One molecule with the formula C3H4N2OS (wB97M-V/def2-TZVPD, the Open Molecules 2025 dataset).

Last column: Löwdin charge in e.
Atoms and positions in Å:
C: -0.548 0.711 -0.268  -0.6556
H: 1.306 -1.738 0.686  0.1841
N: 0.588 1.349 0.156  0.0478
C: 1.409 0.404 0.528  -0.2171
H: 2.405 0.541 0.946  0.1178
S: -1.961 1.568 -0.894  0.7906
O: -1.294 -1.623 -0.443  0.0746
N: 0.852 -0.835 0.378  0.0931
H: -1.425 2.749 -0.723  -0.1580
C: -0.419 -0.637 -0.142  -0.3926
H: -0.913 -2.487 -0.224  0.1152

Its HOMO-LUMO gap is 7.98 eV. Its SMILES is Oc1[nH]cnc1S. The value obtained for the LUMO energy is 0.3 eV.

---

(2)
# C3H4N2OS

C3H4N2OS as an isolated structure (wB97M-V/def2-TZVPD, the Open Molecules 2025 dataset).

Last column: Löwdin charge in e.
Atoms and positions in Å:
S: 0.755 1.992 -0.652  0.8087
H: 1.162 -0.673 -1.270  0.1148
N: 0.850 0.800 1.566  -0.0124
H: -1.565 -1.309 -0.319  0.0912
C: 0.789 -0.456 0.890  -0.5086
O: 0.734 -1.498 1.527  0.1073
N: 0.885 1.854 0.942  -0.4748
C: 0.411 -0.373 -0.513  -0.1972
H: -1.408 -0.167 -1.716  0.1009
H: -1.538 0.209 0.202  0.1109
C: -1.076 -0.379 -0.657  -0.1409

Its HOMO-LUMO gap is 8.25 eV. The value obtained for the LUMO energy is -1.0 eV.

---

(3)
# C3H4N2OS

One molecule with the formula C3H4N2OS (wB97M-V/def2-TZVPD, the Open Molecules 2025 dataset).

Last column: Löwdin charge in e.
Atoms and positions in Å:
N: -0.047 -0.035 2.039  -0.1963
C: 0.333 -1.268 -1.249  -0.0519
H: 0.710 -0.685 -2.104  0.0914
C: 0.280 -0.339 -0.122  -0.3587
O: -0.543 2.552 2.278  -0.4179
S: -0.717 1.391 1.471  0.8945
C: -0.207 1.156 -0.136  -0.1465
N: 0.259 -0.852 1.139  -0.0485
H: -0.518 1.596 -1.048  0.0556
H: 1.133 -1.981 -0.969  0.1022
H: -0.681 -1.537 -1.300  0.0759

Its HOMO-LUMO gap (spin up / spin down) is 8.28 / 8.28 eV. The value obtained for the LUMO energy (spin up / spin down) is -1.1 / -1.1 eV.

---

From most stable to least stable, the computed energies give (1), (2), (3).

---

(1)
# CH7NS

A 2-piece molecular cluster, CH7NS overall (wB97M-V/def2-TZVPD, the Open Molecules 2025 dataset).

Last column: Löwdin charge in e.
Atoms and positions in Å:
H: -0.788 -1.321 -0.347  0.0828
C: -1.239 0.557 -0.287  -0.0941
H: 1.081 -0.419 -0.017  -0.2191
H: -2.275 0.335 -0.167  0.0520
H: -0.976 1.427 0.298  0.0639
H: 3.735 0.315 0.307  -0.2657
N: -0.385 -0.628 0.271  -0.0702
H: -0.628 -0.860 1.242  0.1084
S: 2.537 -0.246 0.081  0.2360
H: -1.062 0.840 -1.380  0.1059

Its HOMO-LUMO gap is 8.66 eV. Its SMILES is CN.S. The value obtained for the LUMO energy is 0.6 eV.

---

(2)
# CH7NS

A 2-piece molecular cluster, CH7NS overall (wB97M-V/def2-TZVPD, the Open Molecules 2025 dataset).

Last column: Löwdin charge in e.
Atoms and positions in Å:
S: -0.374 -0.603 -0.840  0.5434
C: -0.870 1.126 -0.592  -0.5314
H: 1.158 0.816 2.239  0.0356
H: 1.203 -0.805 2.470  0.0415
H: -0.718 1.490 0.425  0.0109
H: -1.914 1.235 -0.874  0.0091
H: 0.287 -0.640 0.430  -0.1657
H: -0.281 1.837 -1.179  0.0169
N: 1.300 -0.071 1.778  -0.0058
H: 2.255 -0.092 1.434  0.0454

Its HOMO-LUMO gap is 8.99 eV. Its SMILES is CS.N. The value obtained for the LUMO energy is 0.8 eV.

---

(3)
# CH7NS

A 2-piece molecular cluster, CH7NS overall (wB97M-V/def2-TZVPD, the Open Molecules 2025 dataset).

Last column: Löwdin charge in e.
Atoms and positions in Å:
H: -1.411 -0.279 -4.285  0.0641
N: -3.352 0.267 -3.736  -0.0830
H: -2.573 -1.593 -4.457  0.0596
S: 2.774 0.201 3.763  0.4684
H: -3.809 0.571 -4.581  0.0517
H: 3.999 -0.253 4.046  -0.2291
H: -2.085 -1.070 -2.845  0.0684
C: -2.308 -0.722 -3.851  -0.2102
H: -4.047 0.070 -3.035  0.0494
H: 2.966 1.355 4.387  -0.2393

Its HOMO-LUMO gap is 9.99 eV. Its SMILES is CN.S. The value obtained for the LUMO energy is 1.1 eV.

---

From most stable to least stable, the computed energies give (2), (3), (1).

---

(1)
# C6H15N

An isolated ion of composition C6H15N and charge +1 (wB97M-V/def2-TZVPD, the Open Molecules 2025 dataset).

Last column: Löwdin charge in e.
Atoms and positions in Å:
H: 1.442 0.977 -0.349  0.1370
H: -0.421 1.656 1.039  0.1175
H: -1.256 0.573 1.867  0.1015
H: -0.567 -0.430 -2.291  0.1219
C: -0.014 -2.112 2.127  -0.0446
H: 0.409 2.427 -2.033  0.0898
C: -0.458 1.801 -2.197  -0.0876
C: 0.693 -0.921 1.450  -0.1854
H: 1.448 -0.611 -0.819  0.0942
H: 1.570 -1.174 0.912  0.0967
N: -0.155 -0.298 0.419  0.0378
H: -1.174 1.929 -1.394  0.0429
H: 1.064 -0.157 2.213  0.1772
H: -0.653 -2.768 1.480  0.1022
H: -1.733 1.059 0.197  0.1370
C: 0.811 0.218 -0.733  -0.0652
H: -1.082 1.970 -3.101  0.1067
H: 0.800 0.199 -2.871  0.1101
C: -0.909 0.756 0.888  -0.0495
H: -0.611 -1.623 2.991  0.1130
H: 0.563 -2.864 2.602  0.0646
C: 0.092 0.412 -2.099  -0.2178

Its multiplicity is 2. Its HOMO-LUMO gap (spin up / spin down) is 13.11 / 7.86 eV. Its charge is +1. The value obtained for the LUMO energy (spin up / spin down) is -2.6 / -7.8 eV.

---

(2)
# C6H15N

An isolated ion of composition C6H15N and charge +1 (wB97M-V/def2-TZVPD, the Open Molecules 2025 dataset).

Last column: Löwdin charge in e.
Atoms and positions in Å:
H: 0.243 3.069 0.693  0.0982
C: -0.207 2.186 0.262  -0.0138
H: 1.624 0.903 0.794  0.1812
H: -0.933 -3.027 1.561  0.0791
H: 1.370 1.268 -2.069  0.1650
H: 0.752 -0.877 1.812  0.1088
H: 1.646 2.488 -1.041  0.1466
H: -1.481 -1.228 -1.273  0.0844
C: 0.769 1.019 0.090  -0.3007
H: -0.986 -0.656 1.551  0.1189
H: -0.853 0.137 -2.091  0.0833
N: 1.589 1.462 -1.083  0.3313
C: -1.085 -0.233 -1.096  -0.0685
C: -0.155 -2.601 0.934  -0.0771
H: -0.219 -2.890 -0.115  0.0709
H: -0.913 2.283 -0.554  0.0943
H: -2.004 0.208 -0.681  0.0993
C: -0.072 -1.069 1.126  -0.2014
H: -0.854 1.964 1.131  0.1219
H: 0.779 -3.104 1.209  0.0807
C: 0.174 -0.385 -0.226  -0.3453
H: 0.816 -0.916 -0.934  0.1430

Its multiplicity is 2. Its HOMO-LUMO gap (spin up / spin down) is 11.86 / 6.68 eV. Its charge is +1. The value obtained for the LUMO energy (spin up / spin down) is -3.2 / -8.4 eV.

---

From most stable to least stable, the computed energies give (2), (1).

---

(1)
# C21H24N2O3

One molecule with the formula C21H24N2O3 (wB97M-V/def2-TZVPD, the Open Molecules 2025 dataset).

Last column: Löwdin charge in e.
Atoms and positions in Å:
C: 0.087 -0.919 -1.935  -0.0864
C: -2.649 5.535 0.291  -0.0522
H: -1.927 -0.424 -1.323  0.1258
H: -3.869 3.847 2.030  0.1053
N: 1.293 -0.141 -1.795  -0.0456
C: -1.757 3.356 -0.557  0.0096
H: 0.018 -1.616 -1.100  0.1213
H: 1.130 0.749 -3.651  0.1193
H: -1.243 3.925 -1.316  0.1040
C: 0.222 2.030 -2.123  -0.1324
H: 0.673 2.733 -1.419  0.1286
O: 1.957 -2.378 3.582  -0.0213
H: 2.359 -2.829 -1.611  0.1200
C: 2.341 -3.535 4.290  -0.1493
C: 2.030 -2.529 2.221  -0.1864
H: -0.177 2.598 -2.978  0.1227
C: -3.123 1.949 1.374  -0.0873
H: -1.919 5.982 0.967  0.0842
C: 2.255 -3.883 0.241  0.0137
H: -2.601 0.831 -3.338  0.0852
H: 2.030 -3.384 5.325  0.1330
H: 3.432 -3.656 4.247  0.1403
H: 2.356 -4.864 -0.195  0.1213
C: 2.017 -1.390 1.428  0.0770
C: -1.156 0.013 -1.960  -0.3020
C: 2.177 -0.242 -0.769  -0.4147
C: -2.325 1.272 0.475  -0.0318
C: 1.302 1.048 -2.613  -0.1058
H: 1.944 -0.425 1.903  0.1385
H: 2.290 1.504 -2.534  0.1237
O: 3.028 0.603 -0.564  0.0799
H: -3.638 5.870 0.598  0.0758
H: -2.131 -0.833 -3.695  0.0798
C: -2.551 4.039 0.351  -0.2835
H: -3.651 1.394 2.136  0.1019
N: -0.801 1.299 -1.409  -0.0738
H: -2.227 0.200 0.567  0.1021
H: 0.584 -4.637 3.708  0.1388
C: -1.764 0.137 -3.366  -0.0335
C: -3.243 3.327 1.320  -0.0705
H: 1.947 -5.676 4.223  0.1325
C: 2.128 -3.789 1.622  -0.1974
C: 2.105 -1.492 0.048  -0.1539
H: -1.040 0.496 -4.091  0.0674
O: 2.105 -4.949 2.352  -0.0244
C: 2.247 -2.746 -0.541  -0.0386
H: 0.131 -1.496 -2.867  0.1283
H: -2.447 5.901 -0.713  0.0741
C: -1.629 1.965 -0.520  -0.2140
C: 1.674 -4.768 3.683  -0.1494

Its HOMO-LUMO gap is 8.32 eV. Its SMILES is Cc1cccc(N2CCN(C(=O)c3ccc4c(c3)OCCO4)C[C@@H]2C)c1. The value obtained for the LUMO energy is 0.7 eV.

---

(2)
# C21H24N2O3

One molecule with the formula C21H24N2O3 (wB97M-V/def2-TZVPD, the Open Molecules 2025 dataset).

Last column: Löwdin charge in e.
Atoms and positions in Å:
C: 1.408 -1.261 -0.340  -0.0258
H: -1.854 -0.998 1.817  0.1511
C: 2.456 -1.526 -1.203  -0.0026
H: -0.771 1.579 -1.021  0.1105
C: -0.068 -1.910 1.592  -0.4377
H: -1.687 -2.698 -3.222  0.1054
C: 0.340 2.909 0.272  -0.1682
H: -1.787 1.673 3.101  0.1111
H: -3.399 1.044 -2.074  0.1230
C: -0.961 2.469 -0.416  -0.1469
H: 1.693 2.163 1.759  0.1113
C: -1.547 2.712 2.874  -0.1663
H: 1.427 -4.108 1.464  0.1239
C: -1.403 -2.133 -1.187  -0.0099
H: -1.933 3.325 3.690  0.1140
N: -1.203 -1.323 1.109  0.1606
C: 0.614 2.189 1.596  -0.1923
H: -3.359 3.070 1.781  0.1259
H: 0.907 -0.307 -0.405  0.1086
H: 5.417 -2.727 -3.436  0.0936
O: -3.479 0.693 1.413  0.0748
H: 0.269 1.154 1.544  0.0990
O: 0.055 -2.130 2.780  0.0861
H: -1.300 3.266 -1.092  0.1280
C: -1.870 -1.942 -2.474  -0.0676
C: 1.714 -3.396 0.706  -0.0076
H: -0.870 -3.034 -0.929  0.1207
C: -0.033 2.887 2.793  -0.2000
C: -2.586 -0.802 -2.801  -0.0791
H: 4.974 -1.288 -2.487  0.0959
C: -2.667 0.973 0.545  -0.4301
H: 3.286 -4.606 -0.106  0.1198
H: 0.404 2.487 3.710  0.1105
C: 3.128 -2.743 -1.129  -0.2696
C: -2.832 0.156 -1.833  -0.0289
C: -2.283 3.094 1.588  -0.1325
C: -2.351 -0.012 -0.543  -0.1002
O: 4.157 -3.115 -1.934  -0.0788
N: -2.013 2.151 0.518  -0.0430
H: 0.210 3.953 2.752  0.1102
H: -2.959 -0.663 -3.804  0.1017
H: 3.809 -1.992 -3.645  0.0958
H: -2.001 4.093 1.252  0.1294
H: 1.159 2.723 -0.426  0.1072
C: 4.601 -2.219 -2.924  -0.0874
H: 2.740 -0.777 -1.925  0.1039
C: -1.635 -1.168 -0.210  -0.1944
C: 2.747 -3.674 -0.160  0.0108
H: 0.319 3.985 0.458  0.1053
C: 1.015 -2.194 0.610  -0.1692

Its HOMO-LUMO gap is 9.11 eV. Its SMILES is COc1ccc(C(=O)Nc2ccccc2C(=O)N2CCCCCC2)cc1. The value obtained for the LUMO energy is 0.6 eV.

---

(3)
# C21H24N2O3

A 2-piece molecular cluster, C21H24N2O3 overall (wB97M-V/def2-TZVPD, the Open Molecules 2025 dataset).

Last column: Löwdin charge in e.
Atoms and positions in Å:
C: 1.458 -2.812 0.578  -0.2438
H: 4.212 5.070 -0.582  0.1184
C: 4.873 3.045 -1.048  -0.0777
H: -2.619 -1.889 0.640  0.0771
H: -0.166 3.407 1.385  0.1509
H: -0.018 -3.750 -0.693  0.1159
C: 4.002 4.001 -0.516  -0.0147
C: -4.192 -3.119 3.157  -0.0571
C: 2.847 3.568 0.127  -0.1389
C: 4.579 1.675 -0.958  -0.0740
C: 2.526 2.196 0.154  -0.1427
C: 3.523 -4.056 0.901  -0.0664
C: -1.839 -2.457 3.175  -0.1919
H: -0.271 0.912 1.536  0.1522
H: -1.783 -3.124 4.055  0.1246
H: 5.791 3.368 -1.537  0.1020
C: 0.914 3.248 1.484  -0.1590
C: 3.038 -5.075 0.067  -0.0746
O: 0.273 2.498 3.614  -0.0304
C: 1.354 -0.434 1.148  -0.0818
H: 0.183 -2.140 3.156  0.1146
H: 2.162 5.061 1.549  0.1334
H: 5.308 0.946 -1.310  0.1029
H: 3.024 -2.281 1.998  0.1176
C: 2.700 -2.976 1.223  -0.0320
H: -0.275 -3.398 2.259  0.0972
C: 0.980 -3.833 -0.263  -0.0358
H: -0.312 -1.519 0.369  0.1147
C: 3.357 1.248 -0.434  -0.0018
H: 1.412 -5.723 -1.209  0.1075
H: 2.424 -0.489 1.383  0.1098
H: 3.669 -5.943 -0.148  0.1072
C: 0.758 0.813 1.180  0.0087
H: 3.049 0.208 -0.460  0.0965
C: 1.253 2.958 2.997  -0.6829
H: -5.054 -3.479 2.587  0.0846
H: -4.476 -2.161 3.622  0.0961
C: -2.973 -2.928 2.283  -0.4444
H: -2.683 -3.871 1.787  0.1458
N: 1.369 1.988 0.895  0.0334
O: 2.458 3.157 3.236  -0.0036
H: -2.055 -1.441 3.530  0.1383
N: -0.530 -2.435 2.487  0.0288
C: 1.774 -4.947 -0.531  -0.0755
C: 0.648 -1.632 0.878  -0.0740
C: 1.778 4.338 0.821  -0.0609
O: -3.319 -1.933 1.308  -0.0358
H: 1.165 4.873 0.079  0.1252
H: -3.991 -3.840 3.961  0.0850
H: 4.535 -4.096 1.317  0.1114

Its HOMO-LUMO gap is 6.13 eV. The value obtained for the LUMO energy is -1.3 eV.

---

From most stable to least stable, the computed energies give (2), (1), (3).

---

(1)
# C3H6Cl2O2

One molecule with the formula C3H6Cl2O2 (wB97M-V/def2-TZVPD, the Open Molecules 2025 dataset).

Last column: Löwdin charge in e.
Atoms and positions in Å:
H: -0.084 1.748 -0.368  0.0983
H: -0.736 2.441 1.052  0.0616
H: -0.024 -2.467 -1.132  0.0505
O: -0.950 -0.547 -1.117  -0.2492
H: 1.054 -1.101 -0.854  0.1258
H: -0.200 -1.648 0.363  0.0389
Cl: -2.841 1.278 -0.536  0.7439
C: -0.265 1.566 0.710  -0.1092
O: -1.016 0.418 1.049  -0.2295
C: -0.008 -1.552 -0.662  -0.1029
H: 0.690 1.275 1.238  0.1250
Cl: -2.859 -1.390 0.640  0.6780
C: -1.853 -0.015 0.072  -1.2312

Its HOMO-LUMO gap is 11.18 eV. Its SMILES is COC(Cl)(Cl)OC. The value obtained for the LUMO energy is 0.8 eV.

---

(2)
# C3H6Cl2O2

A 2-piece molecular cluster, C3H6Cl2O2 overall (wB97M-V/def2-TZVPD, the Open Molecules 2025 dataset).

Last column: Löwdin charge in e.
Atoms and positions in Å:
C: -0.905 0.617 -0.249  -0.6819
H: -0.535 -4.447 -0.851  -0.2910
H: -1.532 -0.125 0.288  0.1215
H: 1.367 -0.978 1.398  0.0827
H: 2.388 1.168 0.910  0.0898
H: 1.604 2.298 -0.276  0.0417
O: 0.581 -0.649 1.042  0.0435
O: -1.560 1.807 -0.178  -0.0205
C: 1.475 1.444 0.302  0.0607
C: 0.542 0.513 0.330  -0.4233
Cl: -0.788 -0.011 -1.954  0.5919
H: -1.159 2.514 -0.655  0.0866
Cl: -1.480 -4.151 -0.108  0.2984

Its HOMO-LUMO gap is 10.05 eV. Its SMILES is C=C(O)[C@@H](O)Cl.Cl. The value obtained for the LUMO energy is 0.6 eV.

---

From most stable to least stable, the computed energies give (2), (1).